The molecule C20H22N2O2S in a non-equilibrium geometry. Source: the Open Molecules 2025 dataset; level of theory: the ωB97M-V functional and the def2-TZVPD basis.

The geometry in XYZ format:
```
47
Properties=species:S:1:pos:R:3:forces:R:3
C -5.0727 -0.8207 -3.4353 0.02 -0.13 0.04
H -5.6329 -1.3418 -4.2075 -0.08 0.00 -0.07
H -4.5159 -0.0096 -3.8987 0.02 0.10 -0.05
H -5.7764 -0.3927 -2.7240 -0.09 0.06 -0.01
C -4.1163 -1.7869 -2.7361 -0.13 0.06 -0.13
C -3.3110 -1.0690 -1.6947 0.10 -0.24 0.00
N -2.0493 -1.0833 -1.8040 -0.26 -0.59 -0.82
C -1.1379 -0.4155 -1.0318 0.62 0.58 0.59
C 0.0030 -1.0985 -0.6065 -0.04 0.05 0.09
C 1.0351 -0.4413 0.0415 -0.35 0.07 0.04
C 0.9412 0.9288 0.2795 0.07 -0.07 -0.06
C -0.1881 1.6183 -0.1185 0.13 -0.01 0.03
C -1.2203 0.9579 -0.7615 -0.39 0.15 -0.16
S -2.6627 1.8846 -1.2564 0.04 -0.35 0.12
C -3.8473 0.9360 -0.3103 0.21 0.26 -0.27
C -4.5668 1.5699 0.6891 -0.07 -0.02 0.04
C -5.5000 0.8598 1.4223 -0.05 0.01 0.01
C -5.7052 -0.4852 1.1601 -0.05 -0.02 0.05
C -4.9956 -1.1128 0.1532 0.10 -0.04 -0.11
C -4.0610 -0.4110 -0.6035 -0.04 0.31 0.32
H -5.1552 -2.1626 -0.0436 -0.05 -0.10 -0.03
H -6.4251 -1.0455 1.7375 -0.05 -0.05 0.05
H -6.0631 1.3546 2.1991 -0.05 0.03 0.07
H -4.3914 2.6176 0.8795 0.03 0.08 0.05
H -0.2835 2.6766 0.0731 -0.01 0.07 0.07
H 1.7253 1.4537 0.8052 0.09 0.03 0.05
C 2.2121 -1.2484 0.4883 0.02 0.17 -0.09
O 2.1034 -2.3789 0.9212 -0.09 -0.23 0.05
N 3.4029 -0.6223 0.3479 0.28 0.33 -0.06
H 3.4357 0.3015 -0.0496 -0.15 -0.10 -0.07
C 4.6515 -1.2244 0.7498 0.17 -0.20 0.32
C 5.1559 -0.6880 2.0934 0.05 0.33 -0.36
C 5.4559 0.8077 2.0479 -0.06 -0.18 0.25
O 6.4012 1.0622 1.0327 -0.07 -0.31 -0.04
C 6.7830 2.4089 0.9601 0.02 0.12 0.00
H 7.5066 2.4858 0.1512 0.00 0.10 0.02
H 7.2456 2.7442 1.8971 -0.01 0.00 -0.04
H 5.9239 3.0581 0.7444 0.04 -0.01 0.00
H 5.8517 1.1367 3.0219 -0.07 0.01 -0.11
H 4.5346 1.3820 1.8554 0.06 -0.02 0.03
H 4.4086 -0.8736 2.8658 0.00 -0.04 0.05
H 6.0699 -1.2220 2.3525 0.04 -0.03 0.10
H 5.4051 -1.0362 -0.0176 -0.09 -0.09 0.02
H 4.4695 -2.2981 0.8360 0.10 0.13 -0.10
H 0.0759 -2.1600 -0.7845 0.03 -0.11 -0.06
H -3.4284 -2.2291 -3.4570 0.01 -0.04 0.13
H -4.6911 -2.5872 -2.2648 -0.01 -0.08 0.00
```
Positions in Å, forces in eV/Å.

Its SMILES is CCC1=Nc2cc(C(=O)NCCCOC)ccc2Sc2ccccc21. As for the LUMO energy: 0.4 eV. The calculation puts the HOMO-LUMO gap at 8.867 eV.



The molecule C9H13ClOS in a non-equilibrium geometry. Source: the Open Molecules 2025 dataset; level of theory: the ωB97M-V functional and the def2-TZVPD basis.

The geometry in XYZ format:
```
25
Properties=species:S:1:pos:R:3:forces:R:3
C 0.2524 1.4446 -1.4419 -0.65 0.92 -0.91
C 0.9035 0.2791 -1.6193 0.56 1.31 0.93
C 1.2797 -0.6172 -0.4663 -1.43 0.79 -0.67
C 0.6434 -0.5560 0.7005 -1.43 2.51 -0.22
C -0.2283 2.0174 -0.1593 4.15 -1.17 2.71
C -0.5808 0.8462 0.7731 1.13 -2.74 -0.97
C 1.4590 -0.0991 -2.9189 0.54 -1.32 -2.19
C 0.9414 -1.4435 1.9187 -1.60 3.68 -0.77
C -2.4980 -1.1403 1.1848 -1.25 -0.93 -1.94
O -0.7330 1.0973 2.1189 0.71 -1.01 -0.02
S -2.1845 0.1783 -0.0209 1.10 -0.26 1.31
Cl 2.3837 -1.9246 -0.8391 0.11 0.07 0.57
H -0.0886 2.1654 -2.2393 1.01 -1.43 0.08
H 0.6206 2.7330 0.3280 -1.63 -1.72 -0.89
H -1.0393 2.6393 -0.2747 -2.07 1.29 -0.37
H 2.5056 0.2180 -3.1123 -0.19 -0.41 0.87
H 1.0070 0.4141 -3.8039 -0.45 -0.77 0.83
H 1.4430 -1.2502 -2.9476 -0.08 1.88 -0.82
H 2.0118 -1.1739 2.0551 -0.59 -1.38 0.49
H 0.5438 -2.4225 1.6462 0.77 -0.22 0.67
H 0.3003 -0.8724 2.6694 1.02 -1.46 -0.19
H -3.5180 -1.4884 0.9462 -0.02 0.66 0.74
H -2.3002 -0.9077 2.1847 -0.32 0.98 1.48
H -2.0036 -2.0800 1.0533 1.18 -0.38 -0.77
H -1.1211 1.9429 2.2647 -0.58 1.09 0.05
```
Positions in Å, forces in eV/Å.

Its SMILES is CS[C@]1(O)CC=C(C)C(Cl)=C1C. As for the LUMO energy: 0.6 eV. The calculation puts the HOMO-LUMO gap at 8.923 eV.



A structure of composition C17H31F3O2P2Re in a non-equilibrium geometry. Source: the Open Molecules 2025 dataset; level of theory: the ωB97M-V functional and the def2-TZVPD basis.

The geometry in XYZ format:
```
56
Properties=species:S:1:pos:R:3:forces:R:3
P -0.0959 -2.1024 -1.2671 3.09 -0.81 -5.80
P -0.2130 1.8472 -1.7409 1.63 2.40 -3.01
C -0.6150 -0.8056 -2.7280 0.06 0.21 1.00
C 0.2102 0.4354 -2.9272 -0.20 0.10 0.98
H -1.6840 -0.5838 -2.5967 0.30 -0.09 0.03
H -0.5308 -1.3983 -3.6398 0.04 -0.40 0.43
H 1.2999 0.2571 -2.9061 -0.53 0.05 0.11
H 0.0346 0.8634 -3.9303 -0.23 0.09 0.45
C -1.6934 2.6949 -2.4098 -0.34 -0.71 0.43
H -1.8599 3.6025 -1.8132 0.02 -0.23 -0.24
H -2.5825 2.0520 -2.3599 0.11 0.28 0.05
H -1.5224 2.9559 -3.4635 0.12 -0.07 0.39
C 1.0964 2.9961 -2.3680 -0.42 0.14 -0.15
H 0.9544 3.2988 -3.4031 0.08 -0.08 -0.13
H 2.0817 2.5463 -2.2225 -0.02 -0.02 0.02
H 1.0326 3.8648 -1.7033 0.17 0.00 -0.55
C -1.2746 -3.3001 -2.0083 -0.84 -0.97 0.96
H -1.3141 -4.2228 -1.4301 -0.14 -0.08 -0.08
H -0.9414 -3.5336 -3.0263 0.00 0.10 0.51
H -2.2834 -2.8823 -2.0885 0.13 -0.01 0.41
C 1.2657 -2.7153 -2.5454 0.01 -0.19 0.23
H 1.9874 -1.8897 -2.6493 -0.05 -0.42 -0.02
H 0.8045 -2.9771 -3.5077 0.33 0.22 0.26
H 1.7828 -3.6012 -2.1142 -0.35 0.65 -0.54
Re -2.0504 -1.0276 2.6274 0.26 -1.61 2.07
C 1.3364 2.2184 0.5164 -1.05 0.90 0.81
C 0.1504 2.4761 -0.1181 0.51 -2.37 1.61
C -1.5597 0.4913 0.1115 -1.22 -1.06 0.27
C -1.3529 -0.6272 0.8759 -0.26 -0.17 -0.80
C 1.4248 -2.5511 -0.1164 -1.91 2.61 3.59
C 2.3227 -1.5720 0.2127 -1.63 0.90 -0.17
C 2.3081 -0.0801 -0.1937 1.20 -0.83 -0.68
C 1.9878 0.9360 0.9573 1.77 -0.47 -0.74
C -0.5573 -2.2648 3.4163 0.39 -0.01 0.33
H 1.8258 3.1333 0.8761 -0.61 -0.38 1.10
H -0.7064 2.9812 0.3551 0.97 1.12 -0.70
H -1.6935 0.3097 -0.9622 -0.27 0.44 0.45
H -1.9810 1.4014 0.5786 0.34 -0.64 -0.49
H -3.1289 -2.2184 3.1972 -0.45 -0.44 -0.74
H -1.1972 -1.6668 0.4203 -0.07 1.18 0.33
H 0.9076 -3.0345 0.7780 1.41 -0.58 -1.33
H 3.1461 -1.6835 0.9473 -0.78 -0.82 -0.31
H 1.7786 0.2007 -1.1269 0.16 -0.75 0.69
H 3.3893 0.0542 -0.3719 -0.45 0.46 -0.54
H 1.4283 0.4576 1.8100 0.26 0.79 -0.85
H 3.0180 1.2267 1.2873 -1.14 -0.24 0.43
H 0.3734 -1.7121 3.7008 -0.89 -0.16 -0.32
H -0.2414 -3.0966 2.7512 -0.54 0.28 0.37
H -1.0195 -2.6712 4.3434 0.34 -0.02 -0.57
F -1.1524 1.3592 6.4765 0.38 0.44 -1.16
C -0.8443 1.9964 5.3173 -0.10 0.41 0.60
F -1.8369 2.8886 5.0629 0.90 -0.71 0.04
F 0.3191 2.6703 5.4860 -1.32 -0.89 -0.39
C -0.7509 0.9384 4.1334 2.54 0.89 0.94
O -1.9207 0.4188 3.8553 0.48 0.90 -0.15
O 0.3375 0.6451 3.6442 -2.22 0.65 0.59
```
Positions in Å, forces in eV/Å.

As for the charge: +2. As for the spin multiplicity: 4. As for the LUMO energy (alpha / beta): -7.7 / -7.8 eV. The calculation puts the HOMO-LUMO gap (alpha / beta) at 5.487 / 7.481 eV.



A cluster of 7 separate species, C28H70O14 in total in a non-equilibrium geometry. Source: the Open Molecules 2025 dataset; level of theory: the ωB97M-V functional and the def2-TZVPD basis.

The geometry in XYZ format:
```
112
Properties=species:S:1:pos:R:3:forces:R:3
C 2.9802 0.5688 -1.8167 1.96 -1.24 -0.12
O 2.3765 1.6654 -2.3570 -0.39 3.21 -0.68
C 3.1149 2.9717 -2.2576 -0.26 -2.37 0.76
C 2.1771 4.1257 -2.3101 -0.10 -0.28 -0.62
O 1.4113 4.3888 -1.1918 -1.23 -0.21 1.30
C 0.2401 3.5593 -0.9819 1.00 0.22 0.30
H 2.7405 -0.3153 -2.4075 -0.75 -0.13 0.25
H 2.8432 0.4004 -0.7485 -0.42 0.08 0.07
H 4.0545 0.5970 -1.9989 0.53 0.26 0.22
H 3.8578 3.0806 -3.0478 -0.15 -0.33 -0.46
H 3.7011 2.9754 -1.3386 -0.17 -0.05 0.34
H 1.5133 3.9614 -3.1589 0.07 0.34 -0.53
H 2.8408 4.9823 -2.4280 -0.29 0.32 -0.35
H 0.5116 2.5090 -1.0881 -0.13 -0.05 -0.05
H -0.6085 3.8078 -1.6192 0.19 0.19 -0.41
H -0.0795 3.7521 0.0423 0.10 -0.01 0.01
C -0.9550 1.6187 -8.0780 -0.52 1.27 0.26
O -0.6158 1.6962 -6.6996 -1.43 0.16 -0.61
C 0.0645 0.6471 -6.0833 0.13 -0.53 -0.67
C -0.5979 -0.7632 -6.0180 1.17 0.80 -0.11
O -0.6476 -1.3798 -7.3001 -1.11 0.87 -0.33
C -1.4312 -2.5752 -7.3232 1.00 0.46 1.72
H -1.4943 2.5562 -8.2136 -0.18 0.04 -0.21
H -1.6510 0.8311 -8.3669 0.37 -0.38 0.23
H -0.1096 1.7133 -8.7596 0.37 -0.58 0.14
H 0.1882 1.0665 -5.0849 0.40 -0.64 0.26
H 1.0061 0.6071 -6.6309 0.53 -0.62 0.40
H -1.5249 -0.6752 -5.4514 -0.59 -0.18 -0.49
H 0.0657 -1.3670 -5.3990 0.20 -0.12 0.35
H -0.8644 -3.2280 -6.6594 0.14 -1.07 -0.57
H -1.5923 -2.9318 -8.3406 0.16 0.10 0.27
H -2.3391 -2.4780 -6.7279 -0.63 0.43 -0.55
C -6.2345 2.0242 4.9956 0.09 0.41 -0.04
O -6.1058 1.2053 3.8468 0.46 -0.46 0.05
C -4.7581 0.7627 3.5940 -0.03 0.61 -0.20
C -4.6607 -0.0824 2.3271 -0.53 -0.19 -0.40
O -4.5729 0.6634 1.1143 -0.18 0.01 -0.25
C -4.6743 -0.0783 -0.1197 -0.08 0.59 0.43
H -6.1648 1.5628 5.9806 0.44 -0.88 -0.09
H -7.2306 2.4645 5.0415 0.03 0.10 -0.63
H -5.4757 2.8065 4.9750 -0.04 0.30 -0.03
H -4.3823 0.2064 4.4527 -0.10 -0.42 0.05
H -4.0773 1.6088 3.5005 -0.05 0.44 -0.08
H -5.5650 -0.6905 2.3485 -0.14 -0.34 -0.30
H -3.7887 -0.7364 2.3326 0.13 -0.19 0.52
H -3.9479 -0.8799 -0.2537 0.36 -0.08 0.47
H -4.5046 0.6371 -0.9244 0.00 0.07 0.11
H -5.6555 -0.5230 -0.2858 -0.27 0.04 0.32
C 7.9990 -8.0345 6.0315 -0.67 0.82 -1.09
O 7.1083 -6.9119 5.9750 -0.54 0.74 -0.23
C 7.1339 -6.1776 4.7210 0.32 -1.46 -0.91
C 6.1047 -4.9750 4.6656 1.27 -1.79 0.54
O 5.9045 -4.4349 3.3924 -1.24 -0.12 -1.28
C 4.5305 -4.0624 3.1045 0.53 0.26 -0.92
H 7.8136 -8.6350 6.9220 0.33 0.74 0.39
H 8.9930 -7.6185 5.8666 0.41 -0.56 0.53
H 7.7915 -8.7512 5.2369 -0.07 0.09 -0.54
H 6.9837 -6.9116 3.9293 -1.31 -0.23 -0.30
H 8.1517 -5.9893 4.3795 0.56 1.20 0.87
H 6.5758 -4.2119 5.2851 -0.81 0.12 0.60
H 5.1889 -5.4753 4.9803 -0.15 0.64 0.78
H 3.7595 -4.8301 3.0382 0.26 -0.78 1.39
H 4.4015 -3.7959 2.0555 1.13 0.57 -0.23
H 4.2115 -3.1845 3.6663 -0.01 -0.24 0.39
C -0.6718 -0.2276 -1.6491 0.55 1.04 -1.45
O 0.1707 -0.3682 -0.5619 -0.39 0.24 2.01
C -0.5063 -0.1364 0.7091 0.47 -1.09 -0.60
C 0.4826 0.4368 1.7327 0.39 -0.62 -0.31
O 1.7509 -0.3246 1.8927 -2.32 0.71 -0.58
C 1.5258 -1.7079 2.1843 1.13 0.60 0.63
H -0.0165 -0.1839 -2.5190 0.08 -0.57 -0.23
H -1.0766 0.7832 -1.7008 -0.74 0.06 0.38
H -1.4374 -0.9871 -1.8072 -0.11 -0.13 0.34
H -0.9851 -1.0733 0.9935 0.50 -0.58 0.44
H -1.4208 0.4465 0.5996 0.32 1.01 -0.18
H 0.0148 0.5855 2.7059 -0.20 -0.56 0.25
H 0.6642 1.4652 1.4207 0.92 -0.17 -0.25
H 1.2110 -2.3342 1.3495 -0.23 0.30 -0.18
H 0.9056 -1.8577 3.0680 -0.51 0.14 -0.09
H 2.5140 -2.0323 2.5102 0.06 -0.28 -0.21
C -2.5174 2.6059 -3.9743 0.25 -0.54 1.59
O -3.1606 1.3331 -3.9396 1.13 0.62 -0.21
C -3.7730 1.0868 -5.1559 -1.81 -0.56 -0.24
C -4.7494 -0.0887 -4.8839 1.66 2.54 -1.91
O -5.7201 0.4890 -4.0332 0.70 -2.26 -0.43
C -6.7008 -0.5470 -3.9022 -0.08 1.81 1.04
H -1.8542 2.5918 -3.1094 -0.05 0.19 0.19
H -3.2868 3.3562 -3.7920 0.18 0.40 -0.46
H -1.8426 2.7800 -4.8123 -0.52 -0.07 -0.52
H -3.0628 1.0716 -5.9827 0.16 -0.76 -0.09
H -4.4934 1.8549 -5.4372 0.08 0.78 0.15
H -4.1193 -0.9263 -4.5846 -0.65 -0.42 0.89
H -5.2569 -0.3015 -5.8248 0.12 -0.50 -0.28
H -7.2760 -0.6613 -4.8210 -0.06 -0.10 -0.08
H -7.2807 -0.0608 -3.1178 -0.75 -1.07 0.13
H -6.2122 -1.4796 -3.6199 -0.32 -0.11 0.23
C 1.1129 5.0326 4.7521 0.27 0.20 -0.73
O 2.2024 4.1615 4.4648 0.51 0.18 -0.11
C 2.0483 2.7750 4.1106 -0.59 0.87 0.66
C 2.2590 1.8900 5.3658 -0.84 0.40 -0.01
O 1.1527 1.0122 5.4961 1.01 -1.00 -0.34
C 1.4356 -0.0175 6.4487 -1.97 0.35 -0.37
H 0.6212 4.9205 5.7184 0.15 -0.45 0.14
H 0.3570 5.0956 3.9693 -0.25 -0.76 -0.21
H 1.5121 6.0453 4.6947 0.39 -0.06 0.39
H 2.7018 2.5433 3.2696 0.45 0.15 0.31
H 1.0527 2.6689 3.6798 -0.32 -0.48 0.41
H 2.2524 2.5276 6.2499 0.09 0.50 0.02
H 3.1857 1.3238 5.4589 0.24 -0.02 -0.72
H 0.5644 -0.6621 6.3317 -0.07 -0.14 0.48
H 1.4101 0.4593 7.4285 0.37 -0.39 0.32
H 2.2838 -0.6842 6.2932 0.54 0.61 -0.30
```
Positions in Å, forces in eV/Å.

Its SMILES is COCCOC.COCCOC.COCCOC.COCCOC.COCCOC.COCCOC.COCCOC. As for the LUMO energy: 0.6 eV. The calculation puts the HOMO-LUMO gap at 9.942 eV.